10 unconnected molecules or ions with the total composition C78H168N8O10 in a non-equilibrium geometry. Source: OMol25; level of theory: ωB97M-V/def2-TZVPD.

Summary:
Calculated total energy in hartree: -4262.7182
Maximum force in hartree/bohr: 0.089
ΔE to the lowest compared entry with this formula, charge and spin in eV: 3.124
Multiplicity: 1
SMILES: CC1(C)CCCC(C)(C)N1O.CC1(C)CCCC(C)(C)N1O.CC1(C)CCCC(C)(C)N1O.CC1(C)CCCC(C)(C)N1O.CC1(C)CCCC(C)(C)N1O.CC1(C)CCCC(C)(C)N1O.CC1(C)CCCC(C)(C)N1O.CC1(C)CCCC(C)(C)N1O.CC(C)O.CC(C)O
Total charge: 0

Each line ends with the Mulliken charge.
Geometry (Å):
C1 3.032 4.836 4.168  -2.0700
C2 2.707 3.530 3.370  2.0903
C3 2.080 3.872 1.993  -0.3878
C4 3.134 4.271 0.899  -1.2176
C5 4.307 3.338 0.850  -0.4958
C6 4.965 3.000 2.177  1.7786
N1 3.934 2.661 3.208  1.2682
O1 4.511 2.275 4.400  -0.6717
C7 5.866 1.771 1.937  -1.6183
C8 5.936 4.171 2.507  -2.0568
C9 1.664 2.713 4.072  -1.9793
H1 2.181 5.242 4.715  0.5018
H2 3.395 5.648 3.538  0.3239
H3 3.823 4.630 4.888  0.3554
H4 1.430 3.075 1.630  -0.8193
H5 1.397 4.720 2.045  0.6385
H6 3.485 5.263 1.182  0.7135
H7 2.654 4.401 -0.071  0.3257
H8 5.028 3.894 0.251  0.6100
H9 3.979 2.488 0.250  -0.8042
H10 6.473 1.997 1.059  0.5641
H11 6.561 1.620 2.763  0.4151
H12 5.311 0.848 1.768  -0.0394
H13 6.816 4.249 1.869  0.4852
H14 5.509 5.145 2.272  0.3478
H15 6.215 4.180 3.561  0.3863
H16 2.000 2.618 5.104  0.5242
H17 1.567 1.726 3.618  -0.0009
H18 0.650 3.109 4.118  0.4896
H19 4.046 1.457 4.594  0.2746
C10 -2.170 -2.447 7.131  -1.4598
C11 -2.957 -2.659 5.791  1.1818
C12 -4.242 -1.761 5.769  -1.1278
C13 -3.855 -0.348 5.391  -1.1831
C14 -3.101 -0.226 4.061  -0.8005
C15 -1.741 -1.055 4.118  3.1485
N2 -2.031 -2.465 4.608  -0.1049
O2 -0.965 -3.331 4.427  0.6465
C16 -1.263 -1.071 2.635  -0.0838
C17 -0.748 -0.366 4.976  -1.5676
C18 -3.531 -4.078 5.840  -1.9136
H20 -1.984 -1.410 7.408  0.3148
H21 -1.142 -2.799 7.048  0.1384
H22 -2.671 -3.006 7.921  0.5268
H23 -4.884 -2.158 4.983  0.3736
H24 -4.584 -1.755 6.804  0.4159
H25 -3.327 0.074 6.246  0.3092
H26 -4.751 0.256 5.246  0.4391
H27 -2.999 0.832 3.819  -0.0784
H28 -3.589 -0.740 3.234  0.2966
H29 -0.369 -1.681 2.506  -1.0568
H30 -2.076 -1.421 2.000  -0.4947
H31 -0.950 -0.130 2.183  0.2304
H32 -1.140 0.012 5.920  0.3529
H33 0.122 -0.979 5.210  -0.0134
H34 -0.304 0.520 4.520  0.1235
H35 -4.072 -4.312 6.757  0.4552
H36 -2.685 -4.764 5.868  0.4417
H37 -4.157 -4.427 5.018  0.2929
H38 -0.442 -3.036 5.177  0.0929
C19 -1.554 -7.490 1.632  -1.8361
C20 -0.385 -6.571 2.166  1.4571
C21 0.943 -7.280 2.050  -0.6040
C22 1.640 -6.976 0.679  -1.2895
C23 1.626 -5.458 0.338  -0.7164
C24 0.225 -4.880 0.421  0.9761
N3 -0.369 -5.155 1.704  1.8197
O3 -1.570 -4.490 1.946  -0.0223
C25 0.478 -3.295 0.165  0.0918
C26 -0.534 -5.513 -0.734  -1.8392
C27 -0.678 -6.507 3.744  -2.2012
H39 -1.336 -7.810 0.613  0.3763
H40 -2.465 -6.894 1.686  0.2927
H41 -1.660 -8.416 2.198  0.4652
H42 1.576 -7.017 2.898  -0.0772
H43 0.772 -8.356 2.045  0.3619
H44 1.191 -7.605 -0.090  0.4883
H45 2.679 -7.276 0.811  0.5997
H46 2.153 -5.242 -0.592  0.3456
H47 2.265 -4.980 1.080  -0.1203
H48 -0.464 -2.769 0.322  -0.4136
H49 1.277 -2.930 0.811  -0.7647
H50 0.798 -3.095 -0.857  0.7517
H51 -0.439 -6.599 -0.755  0.3479
H52 -1.623 -5.479 -0.713  0.1423
H53 -0.187 -5.135 -1.695  0.4653
H54 -1.705 -6.219 3.968  0.4367
H55 -0.064 -5.851 4.361  0.1887
H56 -0.578 -7.533 4.099  0.5786
H57 -1.420 -3.965 2.736  -0.0627
C28 -3.362 3.098 -4.846  -1.8473
C29 -2.524 2.471 -5.905  2.4082
C30 -1.190 2.046 -5.217  0.5195
C31 -0.253 1.042 -5.943  -0.6351
C32 -1.160 -0.217 -6.228  -0.4814
C33 -2.427 0.091 -7.021  1.8556
N4 -3.194 1.240 -6.420  0.5377
O4 -4.394 1.485 -7.062  -0.5568
C34 -2.074 0.470 -8.467  -2.1098
C35 -3.203 -1.266 -6.980  -1.6944
C36 -2.260 3.468 -7.046  -1.5650
H58 -3.412 2.474 -3.954  0.0089
H59 -4.383 3.228 -5.203  0.5285
H60 -2.921 4.062 -4.595  0.2976
H61 -0.633 2.982 -5.177  -0.7565
H62 -1.390 1.690 -4.207  -0.7092
H63 0.554 0.786 -5.257  -0.0970
H64 0.221 1.451 -6.835  0.3418
H65 -1.527 -0.574 -5.266  -0.7736
H66 -0.487 -0.902 -6.744  0.8739
H67 -1.648 1.442 -8.713  0.2696
H68 -1.259 -0.171 -8.802  0.4542
H69 -2.886 0.352 -9.185  0.4656
H70 -3.456 -1.518 -5.950  0.2040
H71 -4.139 -1.218 -7.537  0.4302
H72 -2.561 -2.022 -7.433  0.3631
H73 -2.409 4.475 -6.658  0.4176
H74 -3.023 3.444 -7.824  0.3300
H75 -1.308 3.349 -7.563  0.2642
H76 -4.047 1.875 -7.868  0.4139
C37 -5.035 -4.472 -2.668  -1.6741
C38 -5.526 -3.163 -1.960  1.4390
C39 -5.280 -3.212 -0.452  -1.6878
C40 -3.806 -2.896 -0.070  0.9422
C41 -3.401 -1.568 -0.682  0.1775
C42 -3.495 -1.568 -2.213  2.8384
N5 -4.921 -1.975 -2.614  0.5348
O5 -5.177 -1.861 -3.960  -0.5617
C43 -3.441 -0.074 -2.705  -1.8524
C44 -2.351 -2.388 -2.810  -1.0833
C45 -7.085 -3.045 -2.092  -1.9415
H77 -5.496 -5.293 -2.119  0.5374
H78 -3.984 -4.724 -2.529  0.2358
H79 -5.342 -4.604 -3.706  0.3213
H80 -5.882 -2.536 0.154  0.3426
H81 -5.403 -4.248 -0.137  0.5247
H82 -3.061 -3.670 -0.255  -1.0237
H83 -3.769 -2.824 1.017  0.1193
H84 -2.399 -1.484 -0.261  -0.6124
H85 -4.006 -0.744 -0.303  0.0132
H86 -2.548 0.459 -2.378  -0.3090
H87 -3.418 -0.023 -3.793  0.2920
H88 -4.284 0.532 -2.372  0.4621
H89 -1.385 -1.932 -2.589  -0.0227
H90 -2.288 -3.420 -2.465  0.0299
H91 -2.428 -2.378 -3.897  0.2617
H92 -7.488 -2.888 -3.093  0.3407
H93 -7.415 -2.156 -1.553  0.4100
H94 -7.603 -3.951 -1.776  0.3888
H95 -5.419 -0.939 -4.076  0.3344
C46 1.982 6.663 -3.688  -1.7564
C47 1.406 5.334 -4.169  1.4704
C48 0.908 5.479 -5.578  -0.6290
C49 1.985 5.346 -6.689  -1.1722
C50 2.718 4.034 -6.523  -0.8868
C51 3.294 3.840 -5.132  1.9897
N6 2.313 4.144 -4.109  1.3118
O6 2.814 4.040 -2.805  -0.4883
C52 3.635 2.347 -5.108  -1.8552
C53 4.625 4.569 -5.011  -1.9726
C54 0.157 5.121 -3.325  -1.6610
H96 2.764 6.857 -4.422  0.4165
H97 2.329 6.783 -2.661  0.1915
H98 1.182 7.373 -3.897  0.4778
H99 0.204 4.666 -5.758  -0.2728
H100 0.317 6.373 -5.776  0.6314
H101 2.632 6.207 -6.519  0.5007
H102 1.537 5.566 -7.658  0.4621
H103 3.498 4.012 -7.284  0.5752
H104 2.005 3.251 -6.781  0.0503
H105 2.719 1.782 -4.933  -0.0312
H106 4.120 1.887 -5.969  0.3171
H107 4.283 2.045 -4.286  0.5327
H108 5.333 4.312 -5.799  0.4609
H109 4.468 5.642 -5.121  0.3690
H110 5.067 4.510 -4.016  0.2199
H111 0.308 5.337 -2.267  0.4834
H112 -0.189 4.087 -3.307  -0.2864
H113 -0.657 5.748 -3.687  0.4159
H114 2.704 3.105 -2.620  0.1077
C55 3.854 -5.777 4.187  -2.0451
C56 4.248 -4.352 4.667  1.5336
C57 5.692 -4.033 4.184  -1.2827
C58 6.098 -2.550 4.409  -1.2826
C59 4.989 -1.612 3.806  -0.7767
C60 3.531 -1.902 4.179  2.2630
N7 3.344 -3.345 4.019  0.4666
O7 1.958 -3.709 4.201  0.6044
C61 3.246 -1.379 5.554  -1.8802
C62 2.757 -1.298 3.007  1.1059
C63 4.204 -4.268 6.201  -1.7550
H115 2.920 -6.227 4.524  0.4346
H116 4.707 -6.448 4.295  0.4911
H117 3.739 -5.725 3.105  0.1944
H118 6.419 -4.708 4.635  0.4607
H119 5.754 -4.180 3.105  0.3498
H120 7.035 -2.267 3.929  0.5932
H121 6.278 -2.278 5.450  0.3696
H122 5.047 -1.711 2.722  0.2046
H123 5.316 -0.647 4.194  -0.0523
H124 2.842 -0.367 5.595  0.3735
H125 2.587 -2.106 6.028  0.3103
H126 4.074 -1.386 6.262  0.2968
H127 3.002 -1.942 2.163  -0.4461
H128 1.687 -1.396 3.187  -0.9626
H129 3.117 -0.270 2.958  -0.1703
H130 4.336 -5.304 6.513  0.5318
H131 3.212 -3.992 6.560  0.2550
H132 4.924 -3.638 6.723  0.2744
H133 1.709 -3.783 3.277  -0.4072
C64 -4.869 2.860 -0.338  -1.5527
C65 -4.240 3.117 1.020  1.9840
C66 -2.751 2.550 1.046  -0.4593
C67 -1.712 3.496 0.391  0.3225
C68 -1.726 4.787 1.185  -1.8765
C69 -3.097 5.503 1.179  1.7808
N8 -4.232 4.562 1.462  0.4488
O8 -5.492 5.092 1.447  -0.5349
C70 -3.006 6.445 2.409  -1.9592
C71 -3.228 6.092 -0.206  -1.6889
C72 -4.937 2.334 2.127  -2.0622
H134 -5.879 3.269 -0.348  0.4994
H135 -5.086 1.824 -0.599  0.2493
H136 -4.359 3.459 -1.093  0.0664
H137 -2.427 2.473 2.084  0.0637
H138 -2.628 1.533 0.675  -0.0112
H139 -1.845 3.545 -0.690  0.5715
H140 -0.757 3.032 0.637  -0.4388
H141 -0.923 5.358 0.719  0.7155
H142 -1.453 4.509 2.203  0.2593
H143 -2.910 5.946 3.373  0.3833
H144 -2.194 7.147 2.221  0.3846
H145 -3.852 7.111 2.577  0.4574
H146 -3.959 6.898 -0.260  0.4008
H147 -2.333 6.594 -0.573  0.3633
H148 -3.531 5.384 -0.977  0.2275
H149 -5.965 2.679 2.243  0.5362
H150 -4.581 2.475 3.147  0.4527
H151 -4.991 1.274 1.880  0.1466
H152 -5.652 5.144 2.392  0.3877
C73 0.311 1.035 -1.746  0.2210
C74 1.527 1.211 -0.958  1.3440
C75 1.861 0.100 0.042  0.4902
O9 2.608 1.264 -1.847  0.3072
H153 0.162 1.927 -2.355  -0.7006
H154 -0.548 0.874 -1.095  -0.0913
H155 0.197 0.185 -2.420  -0.0028
H156 1.509 2.156 -0.415  -0.4120
H157 2.911 0.162 0.326  -0.1881
H158 1.711 -0.958 -0.171  -0.4111
H159 1.307 0.256 0.968  0.0979
H160 2.715 0.321 -1.988  -0.6649
C76 4.996 -0.806 -2.072  -0.8491
C77 4.199 -2.131 -2.240  0.3360
C78 4.428 -3.127 -1.073  -0.9475
O10 2.819 -1.758 -2.362  -0.2529
H161 6.067 -0.969 -2.194  0.5555
H162 4.724 -0.358 -1.116  0.0923
H163 4.741 -0.145 -2.900  0.0013
H164 4.497 -2.555 -3.199  0.5303
H165 3.887 -4.073 -1.089  0.2423
H166 4.149 -2.688 -0.115  -0.1404
H167 5.501 -3.317 -1.076  0.5057
H168 2.503 -2.276 -3.106  0.1933